*i*
The following is a quantum chemistry calculation of C3H8OS in the gas phase, from the OMol25 dataset.

Output
HOMO-LUMO gap   9.8643 eV
Charge   0
Multiplicity   1
HOMO energy   -9.08 eV
Structure (SMILES)   OCCCS

Each line ends with the Mulliken charge.
Positions of all 13 atoms, in Å:
1 S 2.273 -0.816 0.074  -0.24
2 O -2.442 -0.639 0.056  -0.53
3 C -1.069 -0.808 0.000  -0.59
4 C -0.312 0.494 0.413  -0.27
5 C 1.082 0.650 -0.207  -0.64
6 H 1.764 1.598 0.031  0.35
7 H -0.737 -1.051 -0.964  0.39
8 H 3.445 -0.139 0.298  0.12
9 H -0.399 0.535 1.537  0.23
10 H -0.882 -1.565 0.746  0.30
11 H -2.800 -0.150 -0.724  0.31
12 H 0.989 0.564 -1.263  0.31
13 H -0.913 1.328 0.004  0.27

---

*ii*
The following is a quantum chemistry calculation of a 2-piece molecular cluster, C3H8OS overall, from the OMol25 dataset.

Output
HOMO-LUMO gap   9.7983 eV
Charge   0
Multiplicity   1
HOMO energy   -8.94 eV
Structure (SMILES)   C=CO.CS

Each line ends with the Mulliken charge.
Positions of all 13 atoms, in Å:
1 S 1.765 2.802 1.428  -0.21
2 O -0.445 -1.134 -2.957  -0.47
3 C -1.636 -1.508 -2.394  0.16
4 C 1.863 1.462 2.717  -0.68
5 C -1.649 -1.703 -1.080  -0.76
6 H -0.690 -1.743 -0.580  0.20
7 H 2.556 0.705 2.366  0.24
8 H 0.887 1.112 3.015  0.28
9 H -2.381 -2.092 -0.387  0.27
10 H 0.445 3.012 1.234  0.11
11 H -0.547 -1.188 -3.891  0.33
12 H 2.298 1.925 3.603  0.27
13 H -2.465 -1.650 -3.074  0.26

---

*iii*
The following is a quantum chemistry calculation of a 2-piece molecular cluster, C3H8OS overall, from the OMol25 dataset.

Output
HOMO-LUMO gap   8.7096 eV
Charge   0
Multiplicity   1
HOMO energy   -9.09 eV

Each line ends with the Mulliken charge.
Positions of all 13 atoms, in Å:
1 S 1.903 0.905 -1.385  -0.27
2 O -2.213 -0.266 1.264  -0.53
3 C 1.136 -0.428 -0.655  -0.43
4 C -0.306 -0.523 -0.604  -0.58
5 C -1.016 0.208 0.675  -0.36
6 H -0.743 -0.009 -1.506  0.29
7 H -0.810 -1.495 -0.645  0.34
8 H 1.621 -1.462 -1.080  0.27
9 H 3.017 1.788 -0.214  0.13
10 H 1.312 -0.719 0.435  0.27
11 H -1.155 1.346 0.435  0.23
12 H -0.331 -0.025 1.472  0.26
13 H -2.415 0.680 1.808  0.39

---

Energy relative to the most stable one, in eV: *i* 0.000; *ii* 0.557; *iii* 3.243

---

*i*
The following is a quantum chemistry calculation of a 2-piece molecular cluster, C3H8OS overall, from the OMol25 dataset.

Output
HOMO-LUMO gap   9.4937 eV
Charge   0
Multiplicity   1
HOMO energy   -8.60 eV
Structure (SMILES)   C=O.CSC

Each line ends with the Mulliken charge.
Positions of all 13 atoms, in Å:
1 S -0.988 0.421 0.520  -0.09
2 O 2.533 0.149 -0.141  -0.40
3 C -1.586 0.256 -1.197  -0.85
4 C 2.335 1.207 0.406  -0.11
5 C -0.405 -1.279 0.843  -0.75
6 H -1.197 -1.970 0.555  0.30
7 H -2.385 -0.478 -1.156  0.28
8 H -0.904 -0.082 -1.982  0.30
9 H 2.497 1.282 1.489  0.25
10 H 0.567 -1.412 0.373  0.23
11 H 1.883 2.071 -0.108  0.25
12 H -0.303 -1.353 1.926  0.29
13 H -2.047 1.188 -1.528  0.32

---

*ii*
The following is a quantum chemistry calculation of a 2-piece molecular cluster, C3H8OS overall, from the OMol25 dataset.

Output
HOMO-LUMO gap   9.8389 eV
Charge   0
Multiplicity   1
HOMO energy   -9.20 eV
Structure (SMILES)   CC=O.CS

Each line ends with the Mulliken charge.
Positions of all 13 atoms, in Å:
1 S 2.031 2.248 -2.876  -0.19
2 O -0.801 -3.044 3.012  -0.46
3 C -0.568 -0.645 3.056  -0.75
4 C 0.744 1.036 -3.284  -0.75
5 C -1.231 -1.966 2.705  0.13
6 H 0.163 -0.421 2.275  0.24
7 H 0.003 1.463 -3.945  0.29
8 H -2.192 -1.857 2.164  0.30
9 H 1.148 0.070 -3.561  0.29
10 H 2.067 2.798 -4.116  0.12
11 H 0.129 0.817 -2.403  0.24
12 H -0.149 -0.612 4.053  0.26
13 H -1.343 0.114 2.919  0.27

---

Energy relative to the most stable one, in eV: *i* 0.234; *ii* 0.000

---

*i*
The following is a quantum chemistry calculation of C3H8OS in the gas phase, from the OMol25 dataset.

Output
HOMO-LUMO gap   9.6937 eV
Charge   0
Multiplicity   1
HOMO energy   -8.81 eV
Structure (SMILES)   COCSC

Each line ends with the Mulliken charge.
Positions of all 13 atoms, in Å:
1 S -1.097 0.701 1.601  -0.04
2 O -0.707 -0.766 -0.787  -0.31
3 C 0.022 -0.522 -2.117  -0.65
4 C -0.830 0.450 -0.209  -0.39
5 C 0.461 0.022 2.186  -0.83
6 H 1.060 -0.881 1.795  0.31
7 H -1.487 1.250 -0.612  0.30
8 H 1.424 0.590 2.129  0.31
9 H 1.012 -0.357 -1.594  0.37
10 H 0.229 -0.176 3.422  0.22
11 H 0.151 1.001 -0.526  0.22
12 H -0.240 0.375 -2.953  0.24
13 H 0.002 -1.687 -2.335  0.24

---

*ii*
The following is a quantum chemistry calculation of a 2-piece molecular cluster, C3H8OS overall, from the OMol25 dataset.

Output
HOMO-LUMO gap   9.9675 eV
Charge   0
Multiplicity   1
HOMO energy   -9.09 eV
Structure (SMILES)   CC=O.CS

Each line ends with the Mulliken charge.
Positions of all 13 atoms, in Å:
1 S 1.574 -1.072 1.214  -0.20
2 O -0.701 -0.913 -1.545  -0.48
3 C -2.119 0.526 -0.315  -0.81
4 C -1.256 -0.694 -0.495  0.00
5 C 1.969 0.498 0.387  -0.77
6 H -2.410 0.605 0.736  0.28
7 H 1.535 0.531 -0.609  0.26
8 H -3.036 0.341 -0.878  0.29
9 H -1.637 1.401 -0.731  0.27
10 H 3.046 0.601 0.350  0.32
11 H 1.619 1.344 0.979  0.27
12 H 2.559 -1.734 0.598  0.12
13 H -1.143 -1.435 0.310  0.46

---

*iii*
The following is a quantum chemistry calculation of a 2-piece molecular cluster, C3H8OS overall, from the OMol25 dataset.

Output
HOMO-LUMO gap   9.7452 eV
Charge   0
Multiplicity   1
HOMO energy   -9.03 eV
Structure (SMILES)   C=O.CCS

Each line ends with the Mulliken charge.
Positions of all 13 atoms, in Å:
1 S -0.027 -2.961 -0.573  -0.23
2 O 2.268 5.006 -1.072  -0.37
3 C 1.843 4.671 -2.128  -0.03
4 C -0.722 -2.827 1.159  -0.38
5 C -1.132 -1.379 1.487  -1.00
6 H 0.912 5.131 -2.545  0.19
7 H 0.134 -3.194 1.721  0.31
8 H -0.209 -0.815 1.625  0.31
9 H -1.621 -1.002 0.576  0.28
10 H -1.569 -3.490 1.184  0.31
11 H 2.197 3.872 -2.816  0.21
12 H -1.903 -1.346 2.258  0.31
13 H -0.171 -1.666 -0.878  0.10

---

Energy relative to the most stable one, in eV: *i* 3.014; *ii* 0.000; *iii* 0.644

---

*i*
The following is a quantum chemistry calculation of a 2-piece molecular cluster, C8H8N4O4 overall, from the OMol25 dataset.

Output
HOMO-LUMO gap   10.0317 eV
Charge   0
Multiplicity   1
HOMO energy   -9.92 eV
Structure (SMILES)   O=c1cc[nH]c(=O)[nH]1.O=c1cc[nH]c(=O)[nH]1

Each line ends with the Mulliken charge.
Positions of all 24 atoms, in Å:
1 O 5.330 -2.237 -0.021  -0.61
2 O 4.974 2.234 0.192  -0.51
3 O -6.076 -0.587 -1.156  -0.59
4 O -2.693 2.165 -0.060  -0.62
5 N 3.246 -1.327 -0.542  -0.28
6 N -4.665 -1.277 0.494  -0.07
7 N -4.260 0.655 -0.683  -0.09
8 N 5.035 0.018 -0.109  -0.19
9 C -3.223 1.086 0.149  0.53
10 C -3.587 -1.017 1.322  -0.12
11 C 2.337 -0.165 -0.251  0.00
12 C 2.742 1.089 0.222  -0.74
13 C 4.310 1.270 0.019  0.52
14 C -5.104 -0.431 -0.469  0.33
15 C -2.898 0.139 1.223  -0.60
16 C 4.628 -1.266 -0.295  0.49
17 H -5.176 -2.119 0.571  0.19
18 H 2.066 1.892 0.103  0.41
19 H 5.963 0.019 0.344  0.24
20 H -4.532 1.294 -1.410  0.21
21 H -3.400 -1.799 2.035  0.41
22 H -2.067 0.357 1.863  0.42
23 H 2.858 -2.373 -0.276  0.31
24 H 1.289 -0.584 -0.515  0.36

---

*ii*
The following is a quantum chemistry calculation of a 2-piece molecular cluster, C8H8N4O4 overall, from the OMol25 dataset.

Output
HOMO-LUMO gap   9.4135 eV
Charge   0
Multiplicity   1
HOMO energy   -9.25 eV
Structure (SMILES)   O=c1cc[nH]c(=O)[nH]1.O=c1cc[nH]c(=O)[nH]1

Each line ends with the Mulliken charge.
Positions of all 24 atoms, in Å:
1 O -0.733 -4.423 -1.812  -0.57
2 O -1.647 2.058 0.394  -0.61
3 O 2.734 2.810 -0.646  -0.62
4 O -0.764 -1.205 1.563  -0.56
5 N -0.291 -2.773 -0.176  -0.19
6 N -0.865 -0.497 -0.615  0.12
7 N 2.228 1.916 1.389  -0.08
8 N 0.536 2.451 -0.089  -0.05
9 C -0.488 1.986 0.748  0.56
10 C -0.011 1.430 2.010  -0.67
11 C -0.848 -3.289 -1.365  0.35
12 C -1.236 -0.868 -1.937  -0.11
13 C -0.613 -1.420 0.354  0.35
14 C -1.352 -2.227 -2.308  -0.58
15 C 1.305 1.432 2.292  -0.09
16 C 1.899 2.427 0.145  0.32
17 H -1.564 -0.022 -2.642  0.28
18 H -0.731 0.550 -0.467  0.18
19 H -1.678 -2.403 -3.295  0.42
20 H 3.222 1.906 1.589  0.23
21 H 1.722 1.067 3.228  0.42
22 H 0.239 2.848 -0.971  0.20
23 H -0.395 -3.403 0.660  0.33
24 H -0.736 1.045 2.713  0.37

---

Energy relative to the most stable one, in eV: *i* 0.605; *ii* 0.000